{"formula": "C28H62O26S7", "method": "the ωB97M-V functional and the def2-TZVPD basis", "species": ["C", "C", "C", "S", "O", "O", "C", "H", "H", "H", "H", "H", "H", "H", "H", "C", "C", "C", "S", "O", "O", "C", "H", "H", "H", "H", "H", "H", "H", "H", "C", "C", "C", "S", "O", "O", "C", "H", "H", "H", "H", "H", "H", "H", "H", "C", "C", "C", "S", "O", "O", "C", "H", "H", "H", "H", "H", "H", "H", "H", "C", "C", "O", "S", "O", "O", "O", "H", "H", "H", "H", "C", "C", "O", "S", "O", "O", "O", "H", "H", "H", "H", "C", "C", "O", "S", "O", "O", "O", "H", "H", "H", "H", "C", "C", "O", "O", "H", "H", "H", "H", "H", "H", "C", "C", "O", "O", "H", "H", "H", "H", "H", "H", "C", "C", "O", "O", "H", "H", "H", "H", "H", "H"], "xyz": [[-3.686400, -4.594975, 7.533760], [-4.719500, -3.726175, 8.289010], [-4.496330, -2.224105, 7.861920], [-3.513080, -2.249865, 6.298470], [-2.157500, -1.978105, 6.675140], [-4.023800, -1.466755, 5.156370], [-3.694460, -4.020475, 6.074100], [-3.700060, -5.684055, 7.491310], [-2.805970, -4.450285, 8.159870], [-4.579880, -3.868255, 9.360650], [-5.703000, -4.041775, 7.940820], [-3.938310, -1.559325, 8.521300], [-5.478760, -1.839825, 7.587550], [-2.905290, -4.216205, 5.348150], [-4.691480, -4.130365, 5.647500], [0.055330, 8.700705, -2.336160], [0.448910, 7.918865, -3.602070], [1.785830, 7.324735, -3.255030], [1.417750, 6.496915, -1.548070], [2.722370, 6.453555, -0.847240], [0.452060, 5.381865, -1.676280], [0.491450, 7.962305, -0.997540], [-0.963190, 9.088815, -2.327740], [0.623410, 9.628545, -2.403230], [0.437510, 8.554395, -4.487550], [-0.202930, 7.067655, -3.798700], [2.601080, 8.038235, -3.135090], [1.983630, 6.538735, -3.983860], [1.258480, 8.426045, -0.377290], [-0.150240, 7.648165, -0.174330], [2.807550, -3.456255, -5.035680], [4.188380, -3.558325, -5.662000], [5.085980, -2.490835, -5.107090], [4.157500, -1.407075, -4.130040], [4.313410, -0.001725, -4.494840], [4.012390, -1.768895, -2.749290], [2.521770, -1.973455, -4.874340], [2.827340, -4.038845, -4.114650], [2.102880, -3.966165, -5.692590], [4.028490, -3.235045, -6.690600], [4.592550, -4.544555, -5.890250], [5.495890, -1.795645, -5.839740], [6.010230, -2.619145, -4.543720], [2.540000, -1.475005, -5.843530], [1.622060, -1.583905, -4.398020], [4.863680, 0.066245, 2.474050], [6.233900, -0.732925, 2.904130], [7.304480, 0.071305, 2.129550], [6.887940, 1.847805, 2.153630], [6.884830, 2.320055, 0.755740], [7.709760, 2.534925, 3.184270], [5.203140, 1.583905, 2.805510], [4.033000, -0.351545, 3.042830], [4.558860, 0.013195, 1.428880], [6.320210, -1.799935, 2.698850], [6.457110, -0.480435, 3.940720], [7.275860, -0.246715, 1.087360], [8.340390, 0.124915, 2.464410], [4.707210, 2.509685, 2.513840], [5.256440, 1.697935, 3.888210], [-0.754970, -6.173425, 1.480080], [-1.056780, -4.843985, 0.727930], [-2.505180, -4.787155, 0.784670], [-3.190500, -6.245135, 0.721860], [-3.569360, -6.509645, -0.640940], [-4.098900, -6.354625, 1.849370], [-1.711180, -6.994495, 0.987700], [-0.903870, -6.138835, 2.559310], [0.257710, -6.514725, 1.265400], [-0.927280, -4.914675, -0.352040], [-0.674690, -3.921645, 1.165420], [-2.027800, 2.461485, -7.397030], [-1.330700, 3.117845, -6.252420], [-2.074830, 4.167155, -5.850570], [-3.565320, 4.216525, -6.586920], [-3.925330, 5.630795, -6.785260], [-4.569150, 3.295445, -6.024580], [-2.862740, 3.504075, -7.873350], [-2.552150, 1.530225, -7.182760], [-1.293970, 2.275585, -8.181270], [-0.477340, 3.716775, -6.570460], [-1.142940, 2.335625, -5.516900], [-7.463710, -0.502495, -1.357660], [-6.632590, -1.250395, -0.266460], [-5.357680, -0.663515, -0.166660], [-5.128800, 0.149405, -1.544300], [-4.662220, -0.820215, -2.500450], [-4.471820, 1.430995, -1.268230], [-6.717060, 0.541505, -1.866300], [-8.119580, 0.240135, -0.903300], [-7.935690, -1.216935, -2.032120], [-6.764240, -2.279145, -0.601770], [-7.213920, -1.151945, 0.650300], [-0.572800, 0.452945, 1.012780], [0.587510, 0.220145, 0.021100], [0.222090, 0.692985, -1.217330], [0.012040, 0.376285, 2.318600], [-1.516400, -0.046315, 0.792610], [-1.000700, 1.432795, 0.800870], [0.946770, -0.807795, 0.069800], [1.396280, 0.909815, 0.262660], [-0.036480, 1.613435, -1.130660], [-0.598480, 0.225645, 3.043980], [4.996800, -5.881985, 0.113630], [5.286340, -6.818945, 1.261120], [5.797810, -8.010535, 0.791750], [4.152760, -4.869805, 0.565950], [4.432460, -6.402675, -0.660000], [5.913050, -5.527235, -0.358310], [4.293740, -7.077145, 1.630130], [5.867340, -6.505935, 2.128620], [5.849440, -8.760875, 1.388340], [4.169360, -4.212965, -0.133970], [-3.719000, 4.691565, 2.482810], [-3.085620, 5.970585, 3.008360], [-3.945400, 6.647545, 3.944860], [-5.004320, 4.920345, 1.854720], [-3.921030, 3.897695, 3.201880], [-3.010220, 4.398525, 1.708300], [-2.936100, 6.809925, 2.329210], [-2.110740, 5.939765, 3.494940], [-3.331880, 7.135165, 4.499330], [-4.920920, 4.833905, 0.902260]], "forces_ev_per_a": [[0.9, 0.7, -0.5], [0.4, -0.2, -0.8], [-0.6, -0.6, -1.0], [-0.9, 0.7, -0.7], [0.8, 0.0, 0.3], [0.0, -1.3, 1.8], [0.3, 0.8, 0.8], [-1.2, 0.0, 0.2], [0.8, 0.4, -0.9], [-0.4, 0.1, -0.1], [-0.2, 0.2, 0.5], [-0.2, -0.3, 0.1], [0.2, 0.5, 0.2], [-0.1, -0.7, 0.2], [0.1, -0.3, -0.2], [-0.1, 0.7, 0.9], [-0.4, -0.3, 1.0], [-0.6, -1.5, 0.3], [0.8, 0.9, -1.1], [-2.3, -0.7, -0.7], [1.9, 1.3, 0.2], [0.9, -0.4, -0.2], [-0.2, -0.6, 0.1], [0.3, 0.0, 0.3], [0.2, 0.1, 0.1], [-0.3, 0.1, 0.0], [0.0, -0.2, 0.2], [0.6, -0.1, 0.3], [0.2, 0.8, -0.7], [-1.1, -0.1, -0.8], [-0.4, -1.0, 0.2], [-0.2, 0.2, -2.0], [2.6, 1.1, 0.1], [-5.2, 2.3, -0.4], [0.9, -1.3, 0.3], [1.3, -0.5, 0.7], [1.6, 0.4, -0.4], [-0.4, 0.4, 0.4], [-0.1, 0.1, 0.0], [-0.1, 0.2, -0.3], [0.2, -0.1, 1.1], [-0.4, -0.1, -0.6], [-0.1, -1.2, 0.4], [0.0, -0.2, -0.3], [0.4, -0.4, 0.7], [1.0, 0.4, 0.6], [-0.2, 2.9, -0.9], [0.2, 0.1, -0.7], [0.7, 0.0, 0.2], [-0.2, -0.4, 2.1], [-1.3, -1.0, -1.8], [0.6, -0.5, 0.5], [0.0, 0.5, 0.2], [0.5, -0.4, -0.1], [-0.4, 0.2, 0.0], [-0.6, -0.6, 0.3], [0.2, 0.3, -0.1], [-0.1, -0.7, 0.3], [-0.9, -0.7, -0.7], [0.4, -0.2, 0.1], [1.0, 2.5, 0.3], [-0.9, -0.5, 0.2], [-1.1, -0.1, 0.7], [1.5, 1.1, 0.3], [0.0, -0.3, 1.7], [1.4, -0.3, -1.9], [-3.3, -2.5, -1.5], [0.4, 0.7, 0.2], [-0.2, -0.3, -0.2], [1.1, -0.1, 0.1], [0.0, -0.2, -0.1], [0.6, -0.1, -1.4], [2.1, -1.2, -0.3], [-4.5, 2.5, 2.2], [-0.6, 0.4, 0.6], [1.2, -3.6, 0.1], [2.5, 1.9, -1.0], [-2.0, 0.6, -0.6], [-0.3, 0.3, 0.2], [-0.2, -0.1, -0.1], [1.0, -1.3, -0.2], [0.3, 0.5, 0.5], [-1.6, 0.9, 2.0], [-2.7, -0.3, -0.4], [-0.3, 0.5, -0.7], [0.8, 2.5, -0.6], [-0.3, 1.1, 0.7], [-1.0, -3.1, -0.6], [4.6, -0.2, -1.2], [-1.7, -1.6, 0.6], [0.2, 0.4, -0.4], [1.5, -0.3, 0.4], [0.7, 0.1, 0.3], [0.4, 0.7, 0.1], [-0.3, 1.4, 1.7], [-0.9, -0.8, -2.4], [-0.2, -0.2, -0.4], [0.4, -1.5, 0.4], [0.7, 0.9, 0.3], [-0.1, 0.0, -0.6], [0.4, -0.5, 1.2], [0.1, 0.1, 0.0], [-0.4, 0.0, -0.3], [0.5, -0.7, -0.4], [-1.7, -0.9, 1.2], [1.4, -1.3, -2.0], [0.0, 1.1, 0.4], [0.3, -0.7, -0.1], [0.2, 0.3, 0.1], [-0.4, 0.5, 0.5], [0.1, 1.0, -0.3], [-0.3, 0.6, 0.4], [-0.3, 0.4, 0.1], [-0.2, 0.8, -1.3], [-0.7, 1.9, 1.0], [-0.2, -0.5, 0.8], [0.5, 0.2, 0.4], [0.6, 0.3, 0.3], [0.1, -0.7, 0.1], [0.0, -0.9, -1.5], [0.2, -1.3, -0.1], [-0.4, 0.2, 0.3], [0.1, 0.0, 0.0]], "mulliken_charge": [-0.543, -0.706, -0.574, 1.047, -0.648, -0.635, -0.627, 0.374, 0.300, 0.334, 0.309, 0.396, 0.322, 0.348, 0.301, -0.682, -0.526, -0.736, 0.999, -0.657, -0.551, -0.520, 0.359, 0.289, 0.348, 0.286, 0.338, 0.386, 0.331, 0.336, -0.549, -0.632, -0.613, 0.966, -0.665, -0.549, -0.794, 0.248, 0.385, 0.289, 0.388, 0.331, 0.439, 0.306, 0.449, -0.544, -0.627, -0.719, 1.092, -0.624, -0.650, -0.703, 0.321, 0.255, 0.361, 0.293, 0.336, 0.426, 0.462, 0.321, -0.213, -0.319, -0.232, 1.073, -0.520, -0.500, -0.355, 0.268, 0.262, 0.244, 0.288, -0.374, -0.187, -0.220, 1.019, -0.516, -0.499, -0.336, 0.285, 0.292, 0.290, 0.245, -0.413, -0.284, -0.168, 1.024, -0.548, -0.482, -0.288, 0.284, 0.278, 0.286, 0.315, -0.224, -0.288, -0.472, -0.533, 0.333, 0.131, 0.291, 0.226, 0.254, 0.283, -0.252, -0.316, -0.543, -0.480, 0.235, 0.309, 0.176, 0.294, 0.302, 0.278, -0.168, -0.382, -0.544, -0.537, 0.252, 0.207, 0.199, 0.357, 0.309, 0.308], "e_tot_ha": -5847.16520, "molar_mass_g_mol": 1039.25, "fmax_ev_per_a": 5.7}